i | 2 unconnected molecules or ions with the total composition C5H8NO2. Source: the Open Molecules 2025 dataset; level of theory: ωB97M-V/def2-TZVPD.

The geometry in ORCA input format:
```
! RIJCOSX wB97M-V def2-TZVPD def2/J DEFGRID3
* xyz -1 1
O 1.56773 -0.43828 1.76072
C 1.09932 -1.21656 0.88839
O 0.40074 -0.81875 -0.10710
C 1.40950 -2.70102 0.99842
H 0.62444 -3.15084 0.34111
H 2.36795 -2.98975 0.50263
H 1.39017 -3.08215 2.02583
C -1.76413 1.88723 -0.92902
C -1.46078 1.08976 -1.96705
C 0.01615 1.87166 0.47805
N -0.88062 2.59194 -0.07280
H -2.81438 2.11728 -0.71625
H -0.48287 0.73511 -2.16854
H -2.28117 0.87593 -2.69022
H 1.03368 2.32955 0.60822
H -0.22572 0.89889 1.04761
*
```

- HOMO energy: -4.1 eV
- HOMO-LUMO gap: 8.33 eV



ii | A gas-phase ion, C5H8NO2 (charge -1). Source: the Open Molecules 2025 dataset; level of theory: ωB97M-V/def2-TZVPD.

The geometry in ORCA input format:
```
! RIJCOSX wB97M-V def2-TZVPD def2/J DEFGRID3
* xyz -1 1
C 1.71393 0.16421 -2.28432
C 1.24692 -0.54413 -1.25514
N 1.27074 -1.95632 -1.26909
C 0.64756 0.09052 -0.05405
C -0.81244 -0.25879 0.21578
C -1.30930 0.70494 1.39013
O -1.60043 0.13654 2.45827
O -1.30423 1.91674 1.09441
H 1.61865 1.24402 -2.23351
H 2.13859 -0.16888 -3.22256
H 0.76113 -2.43383 -1.97428
H 1.21817 -2.38234 -0.36391
H 1.29075 0.03762 0.84841
H 0.75289 1.18617 -0.07380
H -0.82863 -1.25444 0.66094
H -1.39756 -0.07586 -0.68215
*
```

- HOMO energy: -4.0 eV
- HOMO-LUMO gap: 7.73 eV



Result of the stability comparison: i is the least stable of them.



i | A single C4H13N2 molecule. Source: the Open Molecules 2025 dataset; level of theory: ωB97M-V/def2-TZVPD.

The geometry in ORCA input format:
```
! RIJCOSX wB97M-V def2-TZVPD def2/J DEFGRID3
* xyz 0 2
C 2.17886 -0.50657 0.73727
C 0.59674 -0.44644 0.48067
C 0.21349 1.03041 0.05659
C -1.27981 1.20291 0.19677
N -1.90825 0.24545 -0.70179
N 0.27521 -1.32214 -0.57622
H 2.53963 -0.37084 -0.23248
H 2.36222 -1.42860 1.22456
H 2.62742 0.22115 1.36384
H 0.11677 -0.65512 1.53221
H 0.82524 1.73086 0.72725
H 0.49923 1.15152 -1.01945
H -1.46575 2.22843 -0.17628
H -1.46783 1.03745 1.31730
H -1.85177 0.24898 -1.69368
H -2.80316 -0.28052 -0.38548
H 0.14384 -2.34046 -0.29489
H 0.85726 -1.18867 -1.33032
H -1.20758 -0.49921 -0.91428
*
```

- HOMO energy (alpha / beta): -3.1 / -9.7 eV
- HOMO-LUMO gap (alpha / beta): 4.03 / 10.46 eV



ii | 3 unconnected molecules or ions with the total composition C4H13N2. Source: the Open Molecules 2025 dataset; level of theory: ωB97M-V/def2-TZVPD.

The geometry in ORCA input format:
```
! RIJCOSX wB97M-V def2-TZVPD def2/J DEFGRID3
* xyz 0 2
C -1.42304 -2.25650 3.63861
N -0.24223 -0.02773 -2.28254
C -0.79142 0.87696 -3.26365
C -0.31831 -1.72498 2.99149
N 0.39329 0.85720 0.11625
C 1.70211 1.44777 -0.24863
H -2.37160 -2.22056 3.16522
H -1.36263 -2.56227 4.67722
H 0.51882 -0.58333 -2.67590
H -0.03955 1.62039 -3.44722
H -1.66905 1.27087 -2.78167
H -1.05836 0.36884 -4.17246
H -0.44844 -1.01183 2.13930
H 0.52293 -2.33117 3.31167
H 0.00322 0.22664 -1.18450
H 0.19813 1.20128 1.05998
H 1.70879 2.56328 -0.49385
H 2.15073 0.96958 -1.12086
H 2.52661 1.31556 0.57153
*
```

- HOMO energy (alpha / beta): -7.7 / -7.6 eV
- HOMO-LUMO gap (alpha / beta): 8.49 / 6.29 eV



Result of the stability comparison: ii is the least stable of them.



i | 4 unconnected molecules or ions with the total composition C3H12O4. Source: the Open Molecules 2025 dataset; level of theory: ωB97M-V/def2-TZVPD.

The geometry in ORCA input format:
```
! RIJCOSX wB97M-V def2-TZVPD def2/J DEFGRID3
* xyz 0 1
C 1.08474 1.16746 1.15762
C -0.00679 0.52539 2.04530
C -1.10072 0.00674 1.18551
O -1.19987 -1.18476 0.97798
H 1.84305 1.56847 1.83741
H 0.67819 1.92995 0.51317
H 1.63389 0.42299 0.57942
H 0.41293 -0.31267 2.59593
H -0.33422 1.34135 2.70151
H -1.55011 0.67255 0.42614
O 1.98195 0.49672 -2.49968
H 1.76744 -0.39011 -2.20669
H 2.57179 0.78735 -1.79040
O -3.34646 0.17633 -1.46352
H -2.88459 -0.57411 -1.85170
H -4.09362 -0.27662 -1.05382
O 0.97520 -1.88318 -1.27493
H 0.58564 -2.69290 -1.56220
H 0.98154 -1.78096 -0.31704
*
```

- HOMO energy: -9.9 eV
- HOMO-LUMO gap: 10.59 eV



ii | 4 unconnected molecules or ions with the total composition C3H12O4. Source: the Open Molecules 2025 dataset; level of theory: ωB97M-V/def2-TZVPD.

The geometry in ORCA input format:
```
! RIJCOSX wB97M-V def2-TZVPD def2/J DEFGRID3
* xyz 0 1
C -0.31696 -3.36096 -1.66209
C 0.15425 -2.36345 -0.66320
C 1.37992 -1.90838 -0.56420
O 1.72433 -0.99426 0.42645
H -1.26098 -3.08036 -2.13368
H 0.46653 -3.53709 -2.39628
H -0.42186 -4.33559 -1.18092
H -0.49195 -2.02862 0.15483
H 2.16247 -2.06650 -1.28579
H 2.46630 -1.41943 0.87260
O -4.07975 2.67073 -2.72003
H -5.03202 2.79615 -2.65557
H -3.75566 3.42419 -3.22212
O 1.50985 5.02676 0.77273
H 0.84934 4.92000 1.47292
H 1.27643 5.85476 0.34236
O 0.39512 -1.07241 3.96562
H 0.96345 -0.51540 4.50878
H -0.24773 -0.46133 3.59018
*
```

- HOMO energy: -8.9 eV
- HOMO-LUMO gap: 9.67 eV



Result of the stability comparison: ii is the least stable of them.



i | 2 unconnected molecules or ions with the total composition C2H6NP. Source: the Open Molecules 2025 dataset; level of theory: ωB97M-V/def2-TZVPD.

The geometry in ORCA input format:
```
! RIJCOSX wB97M-V def2-TZVPD def2/J DEFGRID3
* xyz 0 3
C -1.17217 -0.36821 0.55441
C 0.11684 -1.02880 1.04899
N 0.08342 0.35915 0.74011
P 1.39842 0.89380 -1.65809
H -1.62340 -0.46225 -0.44805
H -1.78579 -0.16827 1.45553
H 0.12660 -1.42224 2.07665
H 0.56264 -1.56897 0.18637
H 1.68231 2.22290 -1.32892
H 0.61113 1.54289 -2.62699
*
```

- HOMO energy (alpha / beta): -8.0 / -9.9 eV
- HOMO-LUMO gap (alpha / beta): 9.12 / 8.54 eV



ii | 2 unconnected molecules or ions with the total composition C2H6NP. Source: the Open Molecules 2025 dataset; level of theory: ωB97M-V/def2-TZVPD.

The geometry in ORCA input format:
```
! RIJCOSX wB97M-V def2-TZVPD def2/J DEFGRID3
* xyz 0 3
C 0.24205 -0.40508 1.06269
C 1.36808 -0.10491 0.17257
N 0.24713 0.76680 0.24108
P -1.31764 0.41774 -1.84090
H -0.35666 -1.35375 0.92648
H 0.12354 -0.26207 2.07671
H 2.19742 0.28471 0.59860
H 1.68869 -0.62048 -0.64144
H -2.20833 1.56424 -1.71535
H -1.98429 -0.28720 -0.88043
*
```

- HOMO energy (alpha / beta): -7.5 / -10.0 eV
- HOMO-LUMO gap (alpha / beta): 8.62 / 8.36 eV



Result of the stability comparison: ii is the least stable of them.



i | A single C5H11BO molecule. Source: the Open Molecules 2025 dataset; level of theory: ωB97M-V/def2-TZVPD.

The geometry in ORCA input format:
```
! RIJCOSX wB97M-V def2-TZVPD def2/J DEFGRID3
* xyz 0 1
C -0.21474 -0.38076 -2.31598
B -1.29501 0.10159 -1.30081
O -1.03065 0.75272 -0.03421
C 0.24840 0.53460 0.51051
C 1.35242 1.49312 0.09442
C 0.38212 -0.36537 1.52136
C -0.72005 -1.25700 2.07870
H -0.42157 -0.15096 -3.43405
H -0.19213 -1.44528 -2.24352
H 0.69236 0.04289 -2.00442
H -2.40529 0.30405 -1.63732
H 1.09447 2.57973 0.30097
H 1.64587 1.25055 -1.00798
H 2.26196 1.29074 0.65554
H 1.42422 -0.61874 1.92394
H -0.38665 -2.17260 2.32958
H -0.86422 -0.71896 3.05797
H -1.57152 -1.24033 1.50530
*
```

- HOMO energy: -8.8 eV
- HOMO-LUMO gap: 9.57 eV



ii | 2 unconnected molecules or ions with the total composition C5H11BO. Source: the Open Molecules 2025 dataset; level of theory: ωB97M-V/def2-TZVPD.

The geometry in ORCA input format:
```
! RIJCOSX wB97M-V def2-TZVPD def2/J DEFGRID3
* xyz 0 1
B 1.49979 -1.92852 0.89597
C -1.09189 1.17093 0.68314
C -0.54984 0.24894 -0.04118
C -0.86566 1.42479 2.13998
C 0.42283 0.21498 -2.33632
C -0.40246 -0.48951 -1.25417
O 0.99045 -0.85674 1.33456
H 1.22337 -2.41817 -0.19221
H 2.29809 -2.55326 1.51019
H -1.78760 1.85023 0.18797
H 0.14114 1.80481 2.29669
H -1.58908 2.13713 2.52627
H -0.93850 0.48386 2.68189
H 0.60715 -0.47099 -3.16038
H 1.37899 0.52955 -1.92665
H -0.10154 1.08999 -2.71488
H 0.14173 -1.42922 -0.99924
H -1.37698 -0.80880 -1.63167
*
```

- HOMO energy (alpha / beta): -8.6 / -8.6 eV
- HOMO-LUMO gap (alpha / beta): 8.00 / 8.01 eV



Result of the stability comparison: ii is the least stable of them.



i | 2 unconnected molecules or ions with the total composition CH7N4S2. Source: the Open Molecules 2025 dataset; level of theory: ωB97M-V/def2-TZVPD.

The geometry in ORCA input format:
```
! RIJCOSX wB97M-V def2-TZVPD def2/J DEFGRID3
* xyz 1 1
C -1.68201 0.03971 0.08610
N -0.52356 0.21784 -0.51931
N -1.77482 -0.57047 1.29224
N -2.83454 0.49293 -0.39914
N 0.42008 0.91145 -0.77554
S 3.10776 -0.38065 -0.08855
S 0.79460 2.38879 -0.20304
H -1.17614 -1.40305 1.51697
H -2.68693 -0.89917 1.40498
H -2.89774 1.03515 -1.22519
H -3.65387 0.04871 -0.18495
H 3.84737 0.13560 0.90742
H 1.95835 -0.61516 0.73374
H 1.98962 2.28332 -0.87737
*
```

- HOMO energy: -12.8 eV
- HOMO-LUMO gap: 8.20 eV



ii | A molecular structure, CH7N4S2. Source: the Open Molecules 2025 dataset; level of theory: ωB97M-V/def2-TZVPD.

The geometry in ORCA input format:
```
! RIJCOSX wB97M-V def2-TZVPD def2/J DEFGRID3
* xyz 1 1
C 0.63556 -0.01452 0.31200
N 0.90975 -0.64450 -0.78169
N 1.37990 -0.22604 1.43731
N -0.67726 0.74859 0.49806
N 0.05777 -0.53924 -1.77690
S 0.77950 -1.43556 -3.15563
S -1.79838 -0.57170 -1.69905
H 2.05214 -0.84949 1.12680
H 1.84031 0.55604 2.00741
H -1.03521 0.74750 1.45797
H -0.53908 1.76832 0.53282
H -1.35797 0.41023 -0.22839
H 1.34476 -2.33167 -2.24937
H -1.89747 -0.28200 -3.02726
*
```

- HOMO energy: -12.2 eV
- HOMO-LUMO gap: 7.93 eV



Result of the stability comparison: ii is the least stable of them.



i | 2 unconnected molecules or ions with the total composition C10H15NS. Source: the Open Molecules 2025 dataset; level of theory: ωB97M-V/def2-TZVPD.

The geometry in ORCA input format:
```
! RIJCOSX wB97M-V def2-TZVPD def2/J DEFGRID3
* xyz 0 1
C -1.19011 -1.60804 -2.18291
C -0.88005 2.13164 -1.63344
C -0.00798 -0.87292 -2.12412
C -1.46929 1.71417 -0.49307
C -0.81143 1.80388 0.75909
C 0.83707 -0.25276 0.11508
C -2.74583 0.90654 -0.37492
C 0.90616 -0.57798 2.51527
C 2.90493 -1.31820 1.08375
C 1.70058 -0.34236 1.25085
N 0.62393 -0.54581 -1.04439
S -0.95763 2.45323 2.17843
H -1.48707 -2.01878 -3.10997
H -1.59246 -1.74113 -1.18637
H -1.26200 2.07215 -2.63076
H 0.17863 2.66302 -1.56377
H 0.45867 -0.53207 -2.98248
H -2.71509 -0.06007 -1.05432
H -2.90618 0.75814 0.78523
H -3.55052 1.64208 -0.70448
H -0.00057 -0.08037 2.42913
H 0.66785 -1.65455 2.46588
H 1.54468 -0.47221 3.45429
H 3.78408 -1.27578 1.73185
H 2.64868 -2.41064 1.01901
H 3.18992 -0.99170 -0.00467
H 2.13106 0.61050 1.30180
*
```

- HOMO energy (alpha / beta): -6.3 / -6.7 eV
- HOMO-LUMO gap (alpha / beta): 6.16 / 6.79 eV



ii | A single C10H15NS molecule. Source: the Open Molecules 2025 dataset; level of theory: ωB97M-V/def2-TZVPD.

The geometry in ORCA input format:
```
! RIJCOSX wB97M-V def2-TZVPD def2/J DEFGRID3
* xyz 0 1
C -0.72070 -2.22024 -0.83681
C -0.05830 -1.10120 -0.56654
C 0.48800 -0.17275 -1.41459
C -0.54755 2.32364 2.68041
C 0.53539 0.07525 3.88381
C -1.44485 -2.20755 -2.14218
C 0.82648 -0.84040 -2.79934
C -0.18742 -1.94564 -3.22853
C 1.22160 1.63968 -0.15706
C 1.49487 1.00402 1.16689
N 0.90712 1.04988 -1.23543
S 0.03334 0.60762 2.38239
H -0.70465 -3.09322 -0.24316
H -0.31140 2.66882 3.61469
H -1.62977 2.27996 2.65422
H 0.93989 -0.92997 3.78957
H 1.11531 0.79403 4.39978
H -2.10068 -3.03184 -2.40441
H -1.96527 -1.25456 -2.08314
H 0.68244 -0.08345 -3.52672
H 1.81726 -1.20044 -2.98976
H 0.30094 -2.86956 -3.44642
H -0.85545 -1.55148 -4.08815
H -0.17777 2.97474 1.82535
H 1.40007 2.72209 -0.36933
H 1.59380 -0.08624 0.88992
H 2.30076 1.61655 1.64934
*
```

- HOMO energy (alpha / beta): -7.4 / -7.4 eV
- HOMO-LUMO gap (alpha / beta): 7.29 / 7.29 eV



Result of the stability comparison: i is the least stable of them.



i | A single C16H20N4O4 molecule. Source: the Open Molecules 2025 dataset; level of theory: ωB97M-V/def2-TZVPD.

The geometry in ORCA input format:
```
! RIJCOSX wB97M-V def2-TZVPD def2/J DEFGRID3
* xyz 0 1
C 6.01964 1.65680 2.67625
C 5.73320 0.21823 3.23719
O 4.46094 0.02883 2.57354
C 4.09610 -1.26656 2.27916
O 4.89122 -2.18106 2.17776
C 2.80725 -1.44059 1.52359
C 2.55205 -1.90638 0.26818
C 3.41851 -2.74510 -0.58140
N 1.26358 -1.58443 -0.07245
C 0.67825 -0.78619 0.89550
C -0.48736 0.01464 0.84187
C -1.40835 0.23642 -0.30572
C -0.92148 -0.02586 -1.63652
N -0.35813 -0.33056 -2.62079
C -2.77342 0.53704 -0.25747
N -3.43562 0.88257 0.94866
N -3.70774 0.72428 -1.25035
C -3.84751 -0.36782 -2.28524
C -5.29170 -0.27820 -2.77302
O -5.67960 1.05671 -3.22900
C -5.26264 2.16082 -2.41560
C -3.90223 1.95888 -1.81947
C 1.62264 -0.71427 2.00790
O 1.45380 0.02071 2.93125
H 7.03840 1.97666 2.86432
H 5.83317 1.56033 1.56354
H 5.35872 2.35174 3.02204
H 6.51331 -0.49152 2.91552
H 5.69997 0.16167 4.36071
H 2.81526 -3.61509 -0.80906
H 4.42832 -3.02371 -0.20725
H 3.64359 -2.15468 -1.50284
H 0.92770 -1.47384 -1.02774
H -0.76069 0.47130 1.74712
H -4.43043 0.66762 1.05452
H -2.77493 0.69368 1.75885
H -3.15790 -0.24526 -3.12985
H -3.52381 -1.32205 -1.83729
H -5.48171 -1.02735 -3.58600
H -5.88473 -0.67578 -1.95711
H -5.23896 3.04319 -3.05909
H -6.08509 2.35663 -1.67911
H -3.07120 2.14008 -2.52765
H -3.77036 2.73743 -1.07742
*
```

- HOMO energy: -8.0 eV
- HOMO-LUMO gap: 7.38 eV



ii | A single C16H20N4O4 molecule. Source: the Open Molecules 2025 dataset; level of theory: ωB97M-V/def2-TZVPD.

The geometry in ORCA input format:
```
! RIJCOSX wB97M-V def2-TZVPD def2/J DEFGRID3
* xyz 0 1
N 1.29283 -1.46422 2.08715
C 1.59194 -0.42702 2.82918
O 1.06810 0.02245 3.82727
C 2.87783 0.34834 2.48732
C 3.38394 0.49440 0.95590
C 2.68566 1.33643 -0.20589
N 2.02568 2.66872 0.42300
C 1.54514 0.53223 -0.99739
O 1.44654 -0.65964 -0.72552
N 0.89712 1.11346 -1.99921
C -0.28474 0.50076 -2.57184
C -1.56250 0.96248 -1.82727
C -1.75959 0.43581 -0.43688
C -0.88749 0.53839 0.63221
N -1.43385 0.03299 1.75128
C -2.33378 -0.81496 1.40723
C -2.72056 -1.91303 2.08838
C -3.73407 -2.70931 1.42995
C -3.96823 -2.49775 0.03449
C -3.36548 -1.47330 -0.62575
C -2.53596 -0.64223 -0.00703
C -0.43902 0.69430 -4.12816
O -1.53132 1.03535 -4.44969
O 0.80475 0.63735 -4.72360
H 0.64555 -2.27573 2.19851
H 1.66877 -1.51923 1.19382
H 3.71826 -0.24949 2.93048
H 2.85739 1.27174 2.99337
H 3.69503 -0.50899 0.66415
H 4.27296 1.02856 1.30086
H 3.46998 1.67254 -0.93530
H 2.60326 3.04348 1.11746
H 2.10501 3.46194 -0.22951
H 1.11380 2.06904 -2.43358
H -0.16676 -0.56937 -2.36448
H -2.56528 0.74306 -2.46592
H -1.45607 2.01221 -1.91168
H 0.13702 0.75248 0.66814
H -0.88754 -0.13673 2.53952
H -2.64688 -1.83322 3.24320
H -4.20713 -3.63450 1.92598
H -4.61598 -3.27337 -0.34624
H -3.64278 -1.31975 -1.68120
H 0.83846 0.51333 -5.66268
*
```

- HOMO energy: -7.3 eV
- HOMO-LUMO gap: 7.49 eV



Result of the stability comparison: i is the least stable of them.